i) {
  "formula": "C5H11N3",
  "method": "the ωB97M-V functional and the def2-TZVPD basis",
  "multiplicity": 1,
  "homo_lumo_gap_ev": 9.36,
  "lumo_energy_ev": 0.8,
  "symbols": ["H", "N", "C", "C", "C", "N", "H", "H", "H", "H", "H", "H", "H", "C", "C", "N", "H", "H", "H"],
  "positions_angstrom": [[1.16063, 1.80974, 0.85745], [0.52639, 1.73296, 0.06193], [-0.33526, 0.81251, 0.17864], [-1.33971, 0.62415, -0.92012], [-0.80700, 0.23854, 1.62726], [-1.42956, -1.03930, 1.60011], [-1.00972, 1.13538, -1.82371], [-2.30817, 1.01773, -0.61936], [-1.45009, -0.43486, -1.14265], [0.09452, 0.19524, 2.24717], [-1.49470, 0.99401, 2.02118], [-0.81851, -1.72002, 1.10527], [-2.31349, -1.00745, 1.10329], [2.23795, -0.42946, -1.26928], [1.20520, -1.17385, -0.57984], [0.59774, -2.06244, -0.14754], [2.95594, -0.04683, -0.53714], [1.79186, 0.43500, -1.77117], [2.73598, -1.08105, -1.99150]]
}


ii) {
  "formula": "C5H11N3",
  "method": "the ωB97M-V functional and the def2-TZVPD basis",
  "multiplicity": 1,
  "homo_lumo_gap_ev": 7.85,
  "lumo_energy_ev": 1.0,
  "symbols": ["C", "N", "C", "C", "C", "N", "C", "N", "H", "H", "H", "H", "H", "H", "H", "H", "H", "H", "H"],
  "positions_angstrom": [[1.94578, 1.07478, 0.38557], [0.68465, 0.52365, 0.82686], [0.21229, -0.59025, 0.21365], [1.03490, -1.78910, -0.16631], [-1.14491, -0.42144, 0.03849], [-2.21860, -1.33296, 0.16808], [-1.36370, 0.99576, 0.25763], [-1.22244, 1.92311, -0.72679], [2.39074, 1.68336, 1.17546], [1.79008, 1.73870, -0.48717], [2.68126, 0.31999, 0.07567], [1.59728, -1.61116, -1.08738], [0.38505, -2.64764, -0.34714], [1.75057, -2.05105, 0.61685], [-1.97471, -2.21226, 0.60154], [-2.75485, -1.49176, -0.67432], [-2.01647, 1.32626, 1.06808], [-1.17070, 2.89423, -0.44996], [-0.60623, 1.66777, -1.48883]]
}


iii) {
  "formula": "C5H11N3",
  "method": "the ωB97M-V functional and the def2-TZVPD basis",
  "multiplicity": 1,
  "homo_lumo_gap_ev": 8.99,
  "lumo_energy_ev": 1.1,
  "symbols": ["C", "C", "C", "C", "C", "N", "N", "N", "H", "H", "H", "H", "H", "H", "H", "H", "H", "H", "H"],
  "positions_angstrom": [[-1.30516, 1.78451, -0.52099], [-0.87687, 1.04039, 0.70923], [-0.48379, -0.41599, 0.42976], [0.30557, -1.20860, 1.50133], [1.72733, -1.20552, 0.88007], [1.88190, -0.82589, -0.33172], [0.76919, -0.31330, -0.84890], [0.34804, -0.45185, -2.13551], [-0.53483, 1.71857, -1.41094], [-1.61383, 2.79126, -0.19469], [-2.16880, 1.28959, -0.87058], [-1.57060, 1.08413, 1.52146], [0.14647, 1.47735, 1.09643], [-1.12137, -1.04619, -0.05280], [0.10520, -2.31290, 1.57481], [0.38352, -0.68019, 2.44722], [2.59568, -1.56924, 1.40633], [0.47279, -1.33063, -2.47369], [0.93955, 0.17452, -2.72682]]
}


The calculated energies rank the structures as follows, beginning with the most stable: i), ii), iii).


i) {
  "formula": "C4H3O2",
  "method": "the ωB97M-V functional and the def2-TZVPD basis",
  "total_charge": 1,
  "multiplicity": 1,
  "homo_lumo_gap_ev": 9.33,
  "lumo_energy_ev": -7.8,
  "symbols": ["C", "C", "C", "C", "O", "O", "H", "H", "H"],
  "positions_angstrom": [[-0.52426, -0.08330, 0.57261], [1.50858, 0.40754, -0.35182], [0.10766, 0.84710, -0.38299], [0.54439, -0.67343, -0.37183], [-1.79766, -0.31604, 0.37090], [0.14800, -0.02580, -1.52538], [-0.15745, -0.03414, 1.51950], [2.45389, 0.74662, -0.75995], [-2.28316, -0.86854, 0.92897]]
}


ii) {
  "formula": "C4H3O2",
  "method": "the ωB97M-V functional and the def2-TZVPD basis",
  "total_charge": 1,
  "multiplicity": 1,
  "homo_lumo_gap_ev": 9.58,
  "lumo_energy_ev": -5.7,
  "symbols": ["C", "C", "C", "C", "O", "O", "H", "H", "H"],
  "positions_angstrom": [[0.34465, 0.42626, 0.15239], [-1.81260, -0.96498, -0.51099], [-0.76095, -0.20976, -0.19004], [-2.65013, 0.04755, -0.14945], [1.03342, 1.21958, -0.62163], [-3.12410, 1.00610, 0.20281], [0.65516, 0.26935, 1.19413], [-1.93396, -1.95927, -0.90182], [1.81996, 1.60853, -0.20734]]
}


The calculated energies rank the structures as follows, beginning with the most stable: ii), i).